{"formula": "C4H12NO2S", "method": "ωB97M-V with the def2-TZVPD basis set", "species": ["N", "S", "H", "H", "C", "O", "C", "C", "O", "C", "H", "H", "H", "H", "H", "H", "H", "H", "H", "H"], "xyz": [[0.405, 3.241, 1.259], [-0.907, 4.314, 0.889], [1.194, 3.889, 1.288], [-1.902, 3.408, 0.926], [-0.448, 0.190, 1.312], [-1.144, -0.460, 0.243], [-0.650, -0.052, -1.017], [0.112, -1.158, -1.720], [1.315, -1.544, -1.077], [1.141, -2.568, -0.121], [-0.856, -0.205, 2.242], [0.626, -0.024, 1.260], [-0.550, 1.277, 1.260], [-0.025, 0.840, -0.912], [-1.501, 0.213, -1.658], [0.393, -0.801, -2.715], [-0.541, -2.033, -1.846], [0.894, -3.520, -0.611], [0.355, -2.327, 0.595], [2.089, -2.680, 0.404]], "mulliken_charge": [-0.715, -0.292, 0.053, 0.003, -0.346, -0.417, -0.532, -0.479, -0.365, -0.672, 0.239, 0.280, 0.023, 0.410, 0.338, 0.362, 0.294, 0.295, 0.291, 0.229], "e_tot_ha": -762.9400, "molar_mass_g_mol": 138.21, "total_charge": -1, "homo_ev": -1.2, "fmax_ev_per_a": 0.15, "gap_ha": 0.16685, "e_above_lowest_kcal_mol": 78.6}

{"formula": "C3H4CaO4", "method": "ωB97M-V with the def2-TZVPD basis set", "species": ["C", "C", "O", "C", "O", "O", "O", "Ca", "H", "H", "H", "H"], "xyz": [[-1.259, -1.707, 1.287], [-2.182, -0.729, 1.179], [0.576, 0.540, -1.657], [1.492, 1.359, -1.769], [2.689, 1.043, -2.263], [1.461, 2.584, -1.311], [0.044, -1.564, 1.530], [3.474, 2.820, -1.620], [-1.501, -2.724, 0.960], [-2.084, 0.196, 1.750], [-3.209, -1.007, 0.940], [0.500, -0.811, 0.975]], "mulliken_charge": [0.116, -0.726, -0.632, 1.054, -0.896, -0.885, -0.542, 1.363, 0.288, 0.245, 0.257, 0.359], "e_tot_ha": -1095.2732, "molar_mass_g_mol": 144.14, "homo_ev": -8.2, "fmax_ev_per_a": 3.53, "gap_ha": 0.22870, "e_above_lowest_kcal_mol": 26.1}

{"formula": "C10H33AgN9O6", "method": "ωB97M-V with the def2-TZVPD basis set", "species": ["Ag", "C", "C", "O", "H", "H", "H", "H", "H", "H", "C", "O", "N", "N", "H", "H", "H", "H", "C", "O", "N", "N", "H", "H", "H", "H", "C", "O", "N", "N", "H", "H", "H", "H", "C", "O", "N", "N", "H", "H", "H", "H", "C", "C", "C", "O", "C", "N", "H", "H", "H", "H", "H", "H", "H", "H", "H", "H", "H"], "xyz": [[0.361, -0.285, -0.468], [0.897, 1.463, 3.013], [0.661, -0.063, 3.381], [0.210, -0.761, 2.222], [1.789, 1.624, 2.408], [1.180, 2.085, 3.863], [0.004, 1.840, 2.514], [0.056, -0.035, 4.287], [1.618, -0.418, 3.765], [-0.016, -1.655, 2.490], [0.502, 0.093, -3.820], [0.278, -0.546, -2.818], [1.465, 1.054, -3.841], [-0.227, 0.085, -4.855], [1.672, 1.238, -2.870], [1.393, 1.820, -4.495], [-0.096, 0.544, -5.745], [-1.087, -0.422, -4.705], [1.519, -3.483, -1.399], [0.793, -2.742, -0.787], [2.742, -3.248, -1.788], [1.110, -4.640, -1.918], [3.315, -3.998, -2.146], [3.129, -2.327, -1.634], [0.160, -4.919, -1.719], [1.807, -5.273, -2.283], [3.410, -0.877, 0.660], [2.666, -0.337, -0.054], [4.600, -1.179, 0.377], [3.002, -1.227, 1.804], [5.360, -1.409, 1.001], [4.806, -0.857, -0.558], [1.995, -1.150, 1.837], [3.659, -1.676, 2.426], [-0.219, 3.253, -0.135], [0.219, 2.234, -0.616], [-1.415, 3.433, 0.267], [0.398, 4.364, -0.102], [-2.058, 2.671, 0.107], [-1.674, 4.297, 0.720], [1.289, 4.319, -0.577], [0.089, 4.945, 0.664], [-2.474, -2.107, 0.471], [-2.898, -0.677, 0.039], [-3.025, 0.337, 1.233], [-3.612, 1.643, 0.788], [-3.988, 2.489, 1.806], [-1.918, -0.157, -0.924], [-2.250, -2.712, -0.407], [-3.347, -2.545, 0.955], [-1.548, -2.219, 1.035], [-3.879, -0.761, -0.427], [-2.077, 0.558, 1.723], [-3.695, -0.159, 1.935], [-3.252, 2.542, 2.608], [-4.957, 2.274, 2.255], [-4.161, 3.480, 1.387], [-2.007, -0.593, -1.830], [-2.273, 0.769, -1.117]], "mulliken_charge": [1.501, -0.641, -0.592, -0.576, 0.150, 0.463, -0.049, 0.406, 0.441, 0.147, 0.528, -0.551, -0.496, -0.422, 0.248, 0.237, 0.176, 0.229, 0.543, -0.492, -0.347, -0.484, 0.162, 0.188, 0.219, 0.131, 0.486, -0.646, -0.406, -0.160, 0.183, 0.277, 0.120, 0.142, 0.473, -0.538, -0.229, -0.470, 0.111, 0.167, 0.255, 0.169, -1.333, 0.430, -0.449, -0.504, -0.869, -0.447, 0.376, 0.482, -0.003, 0.344, 0.003, 0.514, 0.326, 0.328, 0.324, 0.225, 0.200], "e_tot_ha": -1491.8913, "molar_mass_g_mol": 483.30, "total_charge": 1, "homo_ev": -10.5, "fmax_ev_per_a": 7.85, "gap_ha": 0.32579, "e_above_lowest_kcal_mol": 72.3}